Record 1
Density functional theory data (wB97M-V/def2-TZVPD) for 3 unconnected molecules or ions with the total composition C42H76IN4O10S.

Values from the calculation:
E_LUMO ... -4.0 eV
Total charge ... +1

Positions of all 134 atoms, in Å:
C (-9.56723, -1.43218, 0.88743)
C (-8.34987, -1.49095, -0.01291)
O (-8.56709, -0.65154, -1.13257)
C (-7.39625, -0.12753, -1.70395)
C (-6.41929, -1.19177, -2.17790)
O (-5.63924, -0.60950, -3.20985)
C (-4.50328, -1.36178, -3.59113)
C (-3.25135, -0.52642, -3.35651)
O (-2.16829, -1.31967, -2.86389)
C (-1.14053, -1.57680, -3.77848)
C (-0.24559, -0.36210, -3.92889)
C (-0.19034, 0.37849, -5.11352)
C (-0.95975, 0.02976, -6.36215)
O (-1.75138, 0.80488, -6.81225)
O (-0.75749, -1.18198, -6.91647)
N (0.60687, -1.64996, -6.79018)
C (0.56600, 1.53167, -5.17806)
C (1.30285, 1.95349, -4.09389)
C (2.10463, 3.21531, -4.20136)
C (1.19086, 4.45358, -4.12430)
C (0.23654, 4.47281, -2.92055)
I (-1.73497, 3.80137, -3.38565)
N (1.25148, 1.21684, -2.96051)
C (2.02186, 1.62203, -1.77728)
S (3.60521, 0.73154, -1.73454)
C (4.48865, 1.87112, -0.64322)
C (4.15694, 1.70768, 0.84823)
C (0.49548, 0.08200, -2.85761)
C (0.46927, -0.60814, -1.53055)
O (-0.30820, 0.19711, -0.67759)
C (-0.26652, -0.08610, 0.67363)
C (0.19167, -1.29786, 1.16377)
C (0.16231, -1.57763, 2.52887)
C (0.64582, -2.90816, 3.02954)
C (-0.34793, -0.61230, 3.38273)
C (-0.80696, 0.59053, 2.86966)
C (-0.77375, 0.88781, 1.51788)
C (-1.35846, 2.21011, 1.06278)
C (-2.84098, 2.04459, 0.68812)
C (-0.57903, 2.93956, -0.03232)
H (-9.55686, -0.52031, 1.47943)
H (-10.47537, -1.47860, 0.29424)
H (-9.53834, -2.27145, 1.58068)
H (-7.46675, -1.15703, 0.54309)
H (-8.17549, -2.52074, -0.33821)
H (-7.68525, 0.46834, -2.56642)
H (-6.89849, 0.53454, -0.98566)
H (-5.75904, -1.49242, -1.35827)
H (-6.96370, -2.06744, -2.54119)
H (-4.62048, -1.60878, -4.64785)
H (-4.43549, -2.29964, -3.03861)
H (-2.96228, -0.01153, -4.27634)
H (-3.47257, 0.23883, -2.61569)
H (-1.51494, -1.89935, -4.74971)
H (-0.56497, -2.40983, -3.37653)
H (0.56142, -2.53946, -7.27792)
H (0.74140, -1.89373, -5.80822)
H (0.56934, 2.11819, -6.08445)
H (2.93134, 3.25278, -3.50064)
H (2.55155, 3.18785, -5.19451)
H (1.81737, 5.34148, -4.07489)
H (0.60732, 4.50372, -5.04001)
H (0.13729, 5.47768, -2.52835)
H (0.56438, 3.84014, -2.10292)
H (1.41888, 1.42685, -0.89615)
H (2.23343, 2.68164, -1.79760)
H (4.19519, 2.86881, -0.97002)
H (5.54736, 1.77073, -0.86283)
H (5.05187, 1.43035, 1.40101)
H (3.39862, 0.94994, 1.02214)
H (3.83636, 2.65902, 1.26654)
H (0.02948, -1.59643, -1.63642)
H (1.48033, -0.73659, -1.14000)
H (0.55914, -2.07052, 0.50333)
H (0.38618, -3.05255, 4.07414)
H (0.16306, -3.70975, 2.46980)
H (1.71968, -3.02530, 2.89873)
H (-0.40806, -0.81537, 4.44211)
H (-1.22963, 1.31559, 3.55120)
H (-1.32141, 2.85805, 1.93834)
H (-2.95901, 1.76858, -0.35818)
H (-3.30027, 1.28308, 1.31569)
H (-3.37917, 2.97248, 0.87802)
H (-0.81296, 4.00302, -0.00246)
H (0.49395, 2.84431, 0.15020)
H (-0.81404, 2.56608, -1.02810)
C (-2.41449, -0.08583, 9.68635)
O (-3.76988, -0.20947, 9.30695)
C (-4.51338, 1.00137, 9.37241)
C (-4.93389, 1.44916, 7.99112)
N (-3.78271, 1.87605, 7.20603)
C (-4.06506, 2.12214, 5.79793)
C (-4.50600, 0.94391, 4.93776)
O (-3.50405, -0.03801, 4.74357)
C (-3.41561, -1.03229, 5.74836)
H (-1.99309, -1.08918, 9.70877)
H (-1.83960, 0.52200, 8.97785)
H (-2.31890, 0.35515, 10.68285)
H (-3.93637, 1.78323, 9.87404)
H (-5.41003, 0.80794, 9.96712)
H (-5.63001, 2.28744, 8.08546)
H (-5.47559, 0.61388, 7.52561)
H (-3.06277, 1.16829, 7.27696)
H (-3.15567, 2.53436, 5.35074)
H (-4.83043, 2.90190, 5.73085)
H (-4.73473, 1.33617, 3.94240)
H (-5.42562, 0.47722, 5.30928)
H (-4.38892, -1.23911, 6.19930)
H (-2.70925, -0.75905, 6.53802)
H (-3.04979, -1.94370, 5.27398)
C (6.98630, -0.16472, -3.33330)
O (7.40663, -0.33657, -1.99441)
C (6.65273, -1.28184, -1.24406)
C (7.47366, -2.50906, -0.92060)
N (7.73641, -3.28825, -2.12135)
C (8.68534, -4.38473, -1.94259)
C (10.12311, -4.03551, -1.57990)
O (10.82794, -3.36162, -2.60241)
C (10.69340, -1.95525, -2.62281)
H (7.56493, 0.65854, -3.74845)
H (7.16617, -1.05824, -3.94026)
H (5.92254, 0.08935, -3.38922)
H (5.73826, -1.56248, -1.77751)
H (6.36269, -0.79579, -0.30589)
H (6.91633, -3.12795, -0.21101)
H (8.39329, -2.17248, -0.42236)
H (8.08947, -2.66953, -2.84016)
H (8.70998, -4.94755, -2.87818)
H (8.28953, -5.06012, -1.17757)
H (10.65382, -4.97747, -1.42269)
H (10.19187, -3.47537, -0.63897)
H (10.55589, -1.54841, -1.61688)
H (9.86147, -1.62970, -3.25603)
H (11.61101, -1.54399, -3.04222)

Record 2
Density functional theory data (wB97M-V/def2-TZVPD) for C8H10O3S3 in the gas phase at a distorted geometry.

Values from the calculation:
E_LUMO (alpha / beta) ... -1.3 / -1.4 eV
Relative energy (zero: lowest compared OMol25 entry of this formula, charge and spin) ... 0.000 eV

Positions of all 24 atoms, in Å:
C (-0.50273, 0.50796, -1.10996)
C (-0.57873, -0.14958, 0.10172)
C (0.08973, -0.32655, -2.04334)
C (-0.91726, 0.38983, 1.37844)
C (0.71918, -1.75979, -1.34680)
C (-1.01968, 1.84717, -1.58570)
C (-2.01645, 2.30530, 2.35803)
C (2.89432, -3.29901, -0.80199)
O (-0.85443, -0.20875, 2.41512)
O (0.59680, -1.50403, -4.26257)
O (-1.31446, 1.67780, 1.26912)
S (0.05815, -1.80511, 0.36461)
S (0.02754, -0.26812, -3.73125)
S (2.50280, -1.72764, -1.55144)
H (0.34313, -2.71402, -1.92135)
H (-1.31316, 1.79391, -2.55334)
H (-0.20212, 2.44023, -1.59758)
H (-1.81373, 2.04576, -0.93804)
H (-2.56299, 1.51585, 3.05525)
H (-2.59880, 3.13731, 2.05617)
H (-1.10924, 2.76182, 2.94011)
H (2.64569, -3.39921, 0.21591)
H (3.88957, -3.45041, -0.57897)
H (2.57962, -4.30508, -1.31582)

Record 3
Density functional theory data (wB97M-V/def2-TZVPD) for a molecular structure, C3H7NO.

Values from the calculation:
E_LUMO (alpha / beta) ... 0.3 / 0.5 eV
Relative energy (zero: lowest compared OMol25 entry of this formula, charge and spin) ... 4.854 eV

Positions of all 12 atoms, in Å:
C (-1.92092, -0.36559, 0.33035)
N (-0.81256, 0.31859, 0.45954)
C (0.35753, 0.05560, -0.24763)
O (0.25189, -1.12732, -1.00321)
C (1.62526, 0.28256, 0.53592)
H (0.27035, 0.05176, -1.45394)
H (-2.80768, -0.03083, 0.85096)
H (-1.89309, -1.22075, -0.32892)
H (-0.79968, 1.11687, 1.08530)
H (2.47539, 0.29736, -0.14847)
H (1.79171, -0.53803, 1.24919)
H (1.61594, 1.23186, 1.08821)

Record 4
Density functional theory data (wB97M-V/def2-TZVPD) for a molecular structure, C18H21Br34F8O5P2S at a distorted geometry.

Values from the calculation:
E_LUMO ... 0.6 eV
Total charge ... -1

Positions of all 89 atoms, in Å:
O (3.23237, 1.12466, 2.90212)
C (2.79930, 0.04361, 2.45540)
O (3.02234, -1.13038, 3.23750)
C (2.03432, -0.10026, 1.04712)
C (0.86225, 0.97822, 1.02040)
C (-0.60529, 0.38867, 1.31843)
P (-1.08278, 0.58660, 3.16714)
P (-3.24769, 0.30703, 2.77729)
O (-3.52649, -0.17635, 1.14425)
Br (-4.34359, 2.33504, 2.85122)
C (-1.36621, 1.12102, 5.01090)
F (-2.33099, 0.35079, 5.68693)
F (-1.87856, 2.46671, 5.03047)
F (-0.14746, 1.26498, 5.74492)
S (-0.70881, -1.50294, 3.65993)
O (0.29670, -2.17489, 2.72274)
O (-0.01173, -1.60203, 5.01926)
C (-2.11799, -2.69912, 3.79174)
F (-3.15253, -2.38769, 4.68843)
F (-1.51779, -3.86855, 4.38376)
C (-2.78600, -3.24811, 2.44277)
F (-2.80337, -4.67300, 2.47378)
F (-2.14392, -2.92139, 1.26065)
F (-4.16786, -2.90834, 2.44920)
H (2.47597, -1.05304, 4.05203)
H (1.72951, -1.16486, 0.81225)
H (2.81487, 0.21957, 0.26245)
H (1.04778, 1.88379, 1.68447)
H (0.81283, 1.38247, -0.05436)
H (-0.79459, -0.64456, 0.89803)
H (-1.31241, 1.10096, 0.74909)
H (0.33762, 0.83460, 3.41649)
H (-1.30811, 1.99479, 2.84267)
H (-4.44792, -0.50323, 1.05563)
C (2.41066, -1.17084, -3.12056)
Br (3.75015, -1.86296, -1.90089)
Br (0.90041, -0.40597, -2.17555)
Br (3.17378, 0.07835, -4.39267)
H (2.03272, -2.02124, -3.69878)
C (-7.55766, -0.11193, 4.69436)
Br (-7.99285, 0.93324, 6.27046)
Br (-7.25978, 1.01670, 3.14584)
Br (-6.06855, -1.30700, 5.01055)
H (-8.42337, -0.73282, 4.47499)
C (5.13133, 1.42370, -8.22150)
Br (6.82035, 2.19788, -8.78250)
Br (5.28920, -0.47814, -7.87887)
Br (4.37342, 2.37158, -6.70996)
H (4.43687, 1.54025, -9.05065)
C (-5.77331, 4.63911, 7.22363)
Br (-6.13062, 4.82589, 5.32795)
Br (-7.41149, 4.56308, 8.26059)
Br (-4.61582, 3.12866, 7.59078)
H (-5.23913, 5.53341, 7.53676)
C (8.89618, -2.59095, -6.61563)
Br (9.14834, -1.21744, -7.95987)
Br (7.51392, -2.10061, -5.34905)
Br (8.56405, -4.32773, -7.41126)
H (9.82722, -2.66862, -6.05846)
C (0.08686, 4.23534, -1.67374)
Br (-0.68038, 3.57728, -0.02115)
Br (2.01352, 4.01425, -1.71077)
Br (-0.75964, 3.43866, -3.22683)
H (-0.11234, 5.30385, -1.71560)
C (-6.19879, 2.98087, -0.82435)
Br (-4.49726, 3.72588, -1.37981)
Br (-6.07756, 1.07443, -0.49015)
Br (-6.94372, 3.93471, 0.69177)
H (-6.89016, 3.11288, -1.65344)
C (9.50487, 1.23859, -11.65568)
Br (9.51996, 1.88807, -13.48258)
Br (10.03065, -0.62434, -11.54857)
Br (10.57143, 2.35603, -10.48400)
H (8.47657, 1.29972, -11.30422)
C (4.06338, -3.89289, -5.46969)
Br (3.70621, -3.71872, -7.36705)
Br (2.42755, -3.98985, -4.43350)
Br (5.24235, -5.38357, -5.09186)
H (4.58419, -2.98811, -5.15910)
C (-11.54759, 4.39703, 9.11360)
Br (-13.28514, 5.00425, 9.72470)
Br (-11.09172, 5.14262, 7.38373)
Br (-10.16448, 4.73176, 10.43160)
H (-11.61329, 3.31839, 8.98820)
C (5.62480, -8.23755, -2.09105)
Br (3.97716, -7.36398, -1.56309)
Br (7.15686, -7.06659, -1.88714)
Br (5.87759, -9.92201, -1.16410)
H (5.53830, -8.46726, -3.15094)